Entry 1:
ORCA calculation (ωB97M-V/def2-TZVPD) on a gas-phase ion, C3H10ClN3 (charge +2) at a distorted geometry.

```
17
Properties=species:S:1:pos:R:3:forces:R:3
Cl -0.793928 -1.990755 -0.504665 0.748 0.764 0.501
N 1.658326 0.355362 -1.356037 1.381 0.997 -1.324
N 1.945960 -0.770275 0.839193 -2.609 0.519 3.352
N -2.869654 0.381417 0.221955 0.522 -1.820 0.286
C -0.329356 -0.349660 -0.142571 -6.445 2.860 0.606
C 1.075108 0.212390 -0.135622 -0.611 0.852 1.146
C -1.451016 0.640692 0.064446 5.474 -3.361 -0.998
H 1.318976 -1.570014 1.263741 1.738 1.930 -0.588
H -3.253943 0.834639 1.087761 0.191 -0.124 -0.955
H 2.777474 -1.159943 0.536815 1.845 -1.765 -2.639
H 2.485612 -0.231984 1.569006 -1.738 -0.081 0.181
H 2.186884 1.249738 -1.513060 -0.661 -1.636 -0.025
H -2.910458 -0.659654 0.387103 -0.705 0.877 -0.367
H -1.201303 1.652080 -0.147435 0.134 0.846 0.527
H 0.872269 1.219406 0.452878 1.317 -1.973 -1.247
H 1.873756 -0.457593 -1.981998 -0.420 1.285 0.917
H -3.384703 0.644146 -0.641503 -0.162 -0.169 0.625
```
Positions in Å, forces in eV/Å.

Summary:
**HOMO level**: -17.881 eV
**Orbital gap**: 9.435 eV
**SMILES string**: N[C@H]([NH3+])/C(Cl)=C/[NH3+]
**Charge**: +2
**Energy above the lowest of the compared OMol25 structures with the same formula, charge and spin**: 47.8 kcal/mol
**E_LUMO**: -8.4 eV

***

Entry 2:
ORCA calculation (ωB97M-V/def2-TZVPD) on a molecular structure, C3H10CuFNO2P at a distorted geometry.

```
19
Properties=species:S:1:pos:R:3:forces:R:3
Cu -0.581803 -0.625375 -3.829143 0.101 0.499 0.947
P -0.257949 0.003930 0.827532 -1.816 -0.638 1.183
F 0.171564 2.400977 -0.466749 -0.259 0.487 0.000
O 1.474436 0.479613 0.562124 0.781 -0.360 -0.120
O 2.539741 -1.162649 -0.265615 -0.039 0.001 -0.054
N 2.386401 -0.510888 0.720785 -0.073 0.235 -0.205
C -0.701863 1.323889 -0.535027 0.990 -0.534 0.043
C 0.137614 -1.255362 2.185001 -0.449 0.153 -0.182
C -0.467233 0.725722 -1.922557 0.066 -0.597 -1.614
H -0.384095 1.063389 1.796573 0.186 0.139 -0.173
H 0.219756 -0.142526 -1.863577 0.115 -0.105 0.468
H 0.009598 1.468798 -2.562866 -0.124 0.309 -0.089
H -1.686777 -0.293663 0.932891 0.034 0.142 -0.074
H -0.801290 -1.458979 2.692406 -0.236 0.035 0.067
H -1.712595 1.695604 -0.415717 -0.214 0.084 0.075
H -0.173934 -1.040563 -0.189068 0.428 0.116 -0.238
H 0.458232 -2.198992 1.751643 0.350 -0.100 0.006
H -1.452653 0.421332 -2.363676 -0.199 0.080 0.083
H 0.822850 -0.894257 2.945043 0.358 0.054 -0.122
```
Positions in Å, forces in eV/Å.

Summary:
**HOMO level**: -7.398 eV
**Orbital gap**: 3.863 eV
**Energy above the lowest of the compared OMol25 structures with the same formula, charge and spin**: 5.5 kcal/mol
**E_LUMO**: -3.5 eV

***

Entry 3:
ORCA calculation (ωB97M-V/def2-TZVPD) on 2 unconnected molecules or ions with the total composition C3H10FN2 at a distorted geometry.

```
16
Properties=species:S:1:pos:R:3:forces:R:3
F 3.562288 -0.819558 0.575259 -0.376 0.076 -0.036
N -2.105717 -1.114400 -0.126005 -0.352 0.107 -1.793
N 0.492798 -0.878487 0.387727 -0.041 0.642 0.042
C -1.495176 0.152885 -0.465317 -2.548 0.594 -0.977
C -0.102280 0.183757 -0.070348 1.322 1.343 1.159
C 0.496294 1.592199 -0.157970 1.591 -1.573 2.554
H 0.566306 2.156184 0.876700 -0.626 -1.207 -2.105
H -1.553093 0.389204 -1.597977 0.350 -0.892 1.406
H -2.988177 -1.301599 -0.605249 0.525 0.111 0.296
H 4.463730 -0.983981 0.689979 0.241 -0.063 0.044
H -0.064280 2.048213 -0.907234 -0.944 1.459 -0.840
H -2.166126 -1.374881 0.830946 -0.215 0.345 0.836
H 1.447855 -0.946877 0.737792 0.049 0.668 -0.328
H 1.518145 1.514396 -0.507055 0.350 0.028 -0.039
H -2.059253 1.130027 -0.144114 1.165 -1.549 0.197
H -0.013319 -1.747078 0.482869 -0.492 -0.092 -0.417
```
Positions in Å, forces in eV/Å.

Summary:
**HOMO level**: -14.058 eV
**Orbital gap**: 9.770 eV
**Charge**: +1
**Energy above the lowest of the compared OMol25 structures with the same formula, charge and spin**: 0.0 kcal/mol
**E_LUMO**: -4.3 eV

***

Entry 4:
ORCA calculation (ωB97M-V/def2-TZVPD) on 3 unconnected molecules or ions with the total composition C3H10IO3 at a distorted geometry.

```
17
Properties=species:S:1:pos:R:3:forces:R:3
I 0.589104 0.796022 0.485282 -0.185 -0.027 -0.123
O 4.144514 0.940602 0.772562 1.236 -1.620 -0.341
O -3.060206 0.199042 0.224802 -0.766 -0.289 -0.143
O -1.383476 -2.316298 -0.894718 -1.544 -0.545 0.069
C 4.692524 2.210762 0.844292 -0.703 0.327 0.735
C -2.748916 -2.172568 -0.449228 -0.034 0.914 -0.463
C -3.294186 -0.774178 -0.775448 0.333 0.186 0.092
H -4.352236 -0.824228 -1.032598 -0.328 0.025 0.655
H 5.137014 2.340682 1.831032 -0.331 0.395 0.495
H -3.484116 -2.801878 -0.950778 0.761 -0.822 -0.456
H -2.862736 -0.427178 -1.714358 0.413 -0.199 -0.233
H 5.556184 2.414892 0.211422 -0.289 -0.325 -0.865
H -2.833786 -2.401758 0.613022 0.022 0.229 0.185
H -2.149786 0.486982 0.125702 0.617 0.289 0.250
H 3.187714 0.938872 0.694252 -0.515 0.259 -0.100
H 3.843484 2.870162 0.664212 0.589 0.898 0.069
H -0.981086 -1.479928 -0.649448 0.723 0.305 0.174
```
Positions in Å, forces in eV/Å.

Summary:
**HOMO level**: -4.355 eV
**Orbital gap**: 7.953 eV
**Charge**: -1
**Energy above the lowest of the compared OMol25 structures with the same formula, charge and spin**: 10.3 kcal/mol
**E_LUMO**: 3.6 eV